Record 1
Below is C3H4N2O2S in the gas phase in a non-equilibrium geometry, with properties calculated with ωB97M-V with the def2-TZVPD basis set.

Calculated values
HOMO-LUMO gap (eV): 9.34
HOMO level (eV): -8.74
Lowest unoccupied orbital energy (eV): 0.6042
Structure (SMILES): O/N=C\[C@H]1ON=CS1
Energy above the lowest of the compared OMol25 structures with the same formula, charge and spin (kJ/mol): 711.78

Structure (ORCA input):
```
! wB97M-V def2-TZVPD RIJCOSX def2/J DEFGRID3
* xyz 0 1
C 1.55932 -0.90231 0.25465
C 0.12786 -0.92535 0.77948
C -1.77176 0.64621 -0.18688
H 1.52107 1.52621 -1.39446
H 2.36201 -1.66433 0.34568
H -0.29361 -1.45700 1.78010
H -2.77370 0.80565 -0.76890
N 2.00414 0.11626 -0.35384
N -0.99252 1.40889 0.51298
O 1.08609 1.03503 -0.73382
O 0.13656 0.69369 0.96312
S -1.07318 -1.03923 -0.49964
*
```

---

Record 2
Below is C2HLiO2Y as an isolated structure in a non-equilibrium geometry, with properties calculated with ωB97M-V with the def2-TZVPD basis set.

Calculated values
HOMO-LUMO gap (alpha / beta) (eV): 5.92 / 7.02
HOMO level (alpha / beta) (eV): -21.93 / -22.86
Lowest unoccupied orbital energy (alpha / beta) (eV): -16.0061 / -15.8400
Energy above the lowest of the compared OMol25 structures with the same formula, charge and spin (kJ/mol): 230.15

Structure (ORCA input):
```
! wB97M-V def2-TZVPD RIJCOSX def2/J DEFGRID3
* xyz 3 1
O 2.45723 -1.16315 -0.18463
C 2.21822 -2.31630 0.01423
Y 1.27202 0.63922 1.11123
Li 0.30884 -0.28159 -1.39734
H 2.29140 -3.08181 0.76056
C -0.02968 -2.43266 -0.87404
O -0.98995 -3.05265 -0.90948
*
```

---

Record 3
Below is C15H21CrO18Zn as an isolated structure in a non-equilibrium geometry, with properties calculated with ωB97M-V with the def2-TZVPD basis set.

Calculated values
HOMO-LUMO gap (alpha / beta) (eV): 6.56 / 6.56
HOMO level (alpha / beta) (eV): -12.69 / -12.69
Lowest unoccupied orbital energy (alpha / beta) (eV): -6.1291 / -6.1357

Structure (ORCA input):
```
! wB97M-V def2-TZVPD RIJCOSX def2/J DEFGRID3
* xyz 1 5
Cr -5.37180 26.25902 -5.31948
Zn -4.62613 29.49173 -6.64557
O -7.31489 29.44826 -3.40133
C -6.31367 28.68289 -3.84724
O -5.60937 29.15647 -4.70693
O -6.25759 27.46683 -3.73515
H -7.86473 28.70504 -3.14270
O -8.20410 27.80691 -8.30517
C -7.10068 27.92732 -7.54336
O -6.84882 27.07931 -6.66431
O -6.33096 28.95730 -7.58949
H -8.45310 26.98161 -7.88271
O -2.82116 27.15839 -8.67206
C -3.58338 26.74586 -7.64812
O -3.90439 27.57873 -6.81733
O -3.97969 25.56365 -7.50569
H -3.12319 26.38804 -9.15883
C -3.84166 28.55765 -11.86463
C -5.10569 28.28519 -11.21123
C -6.29431 28.04009 -12.05742
O -6.79484 26.84310 -11.36685
C -5.95985 26.24213 -10.67643
O -6.07152 25.15706 -10.10595
O -4.85245 27.01034 -10.66143
H -3.02743 28.74200 -11.16382
H -3.90246 29.25960 -12.69630
H -3.62562 27.70448 -12.50770
H -5.31746 28.98802 -10.40545
H -6.24770 27.93006 -13.14085
H -7.04374 28.75695 -11.72192
C -8.19519 21.23061 -8.06780
C -9.53301 21.64932 -8.80962
C -10.80089 21.77664 -7.98412
O -10.97020 23.15430 -7.70758
C -10.28881 23.85105 -8.63039
O -10.29093 25.04055 -8.87332
O -9.46322 22.96143 -9.27461
H -8.10982 21.72360 -7.09941
H -7.31588 21.30561 -8.70756
H -8.17998 20.22596 -7.64525
H -9.44031 20.98976 -9.67246
H -10.63577 21.17241 -7.09207
H -11.60796 21.34481 -8.57595
C -10.07183 29.40783 -6.04952
C -11.23645 28.62720 -5.28861
C -11.69494 27.25222 -5.76872
O -11.35214 26.29001 -4.71256
C -10.79932 26.91726 -3.72278
O -10.32634 26.27542 -2.76555
O -10.73959 28.28325 -3.98958
H -10.26806 29.26893 -7.11267
H -9.05066 29.07998 -5.85500
H -10.25061 30.47527 -5.92028
H -11.98996 29.38421 -5.07125
H -11.08723 27.05670 -6.65221
H -12.77584 27.38681 -5.72823
*
```

---

Record 4
Below is C4H8O3 in the gas phase in a non-equilibrium geometry, with properties calculated with ωB97M-V with the def2-TZVPD basis set.

Calculated values
HOMO-LUMO gap (eV): 10.79
HOMO level (eV): -10.14
Lowest unoccupied orbital energy (eV): 0.6567
Structure (SMILES): C[C@H](O)CC(=O)O
Energy above the lowest of the compared OMol25 structures with the same formula, charge and spin (kJ/mol): 144.06

Structure (ORCA input):
```
! wB97M-V def2-TZVPD RIJCOSX def2/J DEFGRID3
* xyz 0 1
O -0.06914 -0.99379 -1.37432
C 0.49687 0.07856 -1.24153
O 1.41995 0.50267 -2.05168
C 0.21291 0.94112 -0.09524
C -0.70806 0.00897 0.93000
C -1.30304 0.60159 2.15878
O 0.11348 -1.10526 1.36287
H 1.41877 -0.07222 -2.86006
H 1.14452 0.96134 0.46115
H -0.18235 2.03919 -0.15278
H -1.56751 -0.36808 0.32196
H -0.62371 0.46293 3.03497
H -1.80214 1.54730 2.00678
H -2.15445 0.05297 2.58995
H -0.13949 -1.63388 0.59098
*
```

---

Record 5
Below is C3H10CuNO4 as an isolated structure in a non-equilibrium geometry, with properties calculated with ωB97M-V with the def2-TZVPD basis set.

Calculated values
HOMO-LUMO gap (eV): 3.77
HOMO level (eV): -0.57
Lowest unoccupied orbital energy (eV): 3.1988
Energy above the lowest of the compared OMol25 structures with the same formula, charge and spin (kJ/mol): 0.00

Structure (ORCA input):
```
! wB97M-V def2-TZVPD RIJCOSX def2/J DEFGRID3
* xyz -2 1
Cu -0.44246 4.39306 0.35707
O -0.90078 7.89293 -1.68301
H -0.90002 8.04299 -2.64842
O 2.74704 5.07322 2.57467
H 3.50118 4.55412 2.91575
O -2.78719 5.22046 3.47344
H -2.68717 4.36781 3.93985
C 0.29144 -1.74788 -0.97273
O -0.64017 -0.94351 -0.92757
N 0.20150 -3.11182 -0.75574
C 1.27570 -4.09235 -0.74347
C -1.16837 -3.70510 -0.54819
H 1.26896 -1.43544 -1.37152
H 1.22516 -4.55561 0.24189
H 2.29492 -3.70979 -0.79783
H 1.23227 -4.78337 -1.58531
H -1.25552 -4.59998 -1.16439
H -1.29705 -3.84998 0.52444
H -1.95941 -3.00976 -0.82900
*
```

---

Record 6
Below is a 2-piece molecular cluster, CH3NO2S overall in a non-equilibrium geometry, with properties calculated with ωB97M-V with the def2-TZVPD basis set.

Calculated values
HOMO-LUMO gap (alpha / beta) (eV): 8.61 / 7.98
HOMO level (alpha / beta) (eV): -8.60 / -8.77
Lowest unoccupied orbital energy (alpha / beta) (eV): 0.0097 / -0.7915
Energy above the lowest of the compared OMol25 structures with the same formula, charge and spin (kJ/mol): 339.34

Structure (ORCA input):
```
! wB97M-V def2-TZVPD RIJCOSX def2/J DEFGRID3
* xyz 0 1
C -1.01686 0.12700 -0.01097
N 1.81388 1.21032 -0.19136
O 2.67375 1.17887 0.55494
O 0.15688 -2.34631 0.10390
S 0.27368 -1.04826 -0.58750
H -0.94937 0.61105 1.05092
H -1.98334 -0.54986 -0.05448
H -0.96862 0.81718 -0.86544
*
```

---

Record 7
Below is C3H6N2O2 in the gas phase, with properties calculated with ωB97M-V with the def2-TZVPD basis set.

Calculated values
HOMO-LUMO gap (alpha / beta) (eV): 7.41 / 7.41
HOMO level (alpha / beta) (eV): -7.87 / -7.87
Lowest unoccupied orbital energy (alpha / beta) (eV): -0.4624 / -0.4615
Energy above the lowest of the compared OMol25 structures with the same formula, charge and spin (kJ/mol): 557.92

Structure (ORCA input):
```
! wB97M-V def2-TZVPD RIJCOSX def2/J DEFGRID3
* xyz 0 1
C 0.43739 0.87899 -0.02680
C 0.58741 -1.52729 -0.70889
C -0.30882 -0.38217 -0.26230
N -0.08867 1.91380 0.55706
N -1.13337 -0.90268 0.97680
O -1.35413 -0.12883 1.87149
O -1.32867 -0.04995 -1.05866
H 1.44460 1.00503 -0.41682
H -1.02114 1.83543 0.94635
H 0.38609 2.80227 0.61154
H -0.03308 -2.41497 -0.82171
H 1.02770 -1.29266 -1.68051
H 1.38468 -1.73697 0.01245
*
```

---

Record 8
Below is C11H10Cl3GeMnN4O4S as an isolated structure in a non-equilibrium geometry, with properties calculated with ωB97M-V with the def2-TZVPD basis set.

Calculated values
HOMO-LUMO gap (alpha / beta) (eV): 6.55 / 8.34
HOMO level (alpha / beta) (eV): -11.23 / -13.18
Lowest unoccupied orbital energy (alpha / beta) (eV): -4.6807 / -4.8474
Energy above the lowest of the compared OMol25 structures with the same formula, charge and spin (kJ/mol): 0.34

Structure (ORCA input):
```
! wB97M-V def2-TZVPD RIJCOSX def2/J DEFGRID3
* xyz 1 6
Mn 0.65523 0.57679 0.06899
O 3.46752 3.30434 0.16725
C 2.81379 2.30990 0.11764
O 1.49630 2.20477 0.18649
C 3.41555 0.91287 -0.01585
C 4.73556 0.53730 -0.14014
C 5.02892 -0.82177 -0.20828
C 4.00700 -1.76611 -0.12125
C 2.71508 -1.30919 0.00815
N 2.44321 -0.00119 0.03699
C 1.43903 -2.09808 0.16805
O 1.41287 -3.30155 0.24269
O 0.39162 -1.30305 0.22446
H 5.50231 1.29766 -0.18999
H 6.05506 -1.14867 -0.30724
H 4.19488 -2.82952 -0.16681
C -4.04916 0.74321 2.14133
C -2.94865 1.75815 1.79324
C -2.42746 1.55514 0.41765
N -1.21909 1.21202 0.12844
N -0.94763 1.04005 -1.20029
C -1.99332 1.24211 -1.95715
N -2.00269 1.13608 -3.28519
S -3.38875 1.71100 -1.01694
H -4.47296 0.98626 3.11324
H -3.64591 -0.26723 2.17951
H -4.85270 0.75921 1.40467
H -2.10876 1.65661 2.47990
H -3.35370 2.76766 1.88381
H -1.20081 0.74724 -3.75234
H -2.85727 1.22911 -3.80467
Cl -2.76873 -1.87479 -0.48468
Ge -1.38344 -3.59920 -0.06616
Cl -2.29661 -4.46252 1.72592
Cl -1.85629 -4.90459 -1.77144
*
```